DFT (wB97M-V/def2-TZVPD) results for a structure of composition C4H6CeO3.

Last column: natural (NBO) charge in e.
Cartesian coordinates (Å):
Ce 2.17701 -0.33065 -2.43044  2.5253
C 1.39114 1.48954 1.38091  0.0209
H 0.82649 -2.57057 1.90339  0.2473
H 0.01074 1.76059 2.37627  0.2713
H -0.70057 -1.78023 1.38049  0.2370
O 1.25115 -0.08120 1.17820  -0.4312
O 1.57204 3.20293 2.99817  -0.5470
O 0.81996 -1.82991 -0.04093  -0.4772
C 0.12525 -2.43100 1.07393  -0.2913
C 1.47925 -0.70377 0.10136  0.2820
H -0.24729 -3.38544 0.69728  0.2596
H 0.93652 3.59338 3.61268  0.5461
H 1.85114 1.98954 0.52846  0.1820
C 1.18082 2.02799 2.56648  0.1751

## Properties
Gap between HOMO and LUMO (spin up / spin down) in eV: 3.01 / 3.20
Total energy in Eh: -855.369146
ΔE to the lowest compared entry with this formula, charge and spin in kcal per mole: 72.57
<S²>: 0.854
Charge: +3
Molar mass in g mol⁻¹: 242.21
F_max in eV/A: 5.13
Multiplicity: 2

=====

DFT (wB97M-V/def2-TZVPD) results for a structure of composition C45H58BI2KN6O6.

Last column: Löwdin charge in e.
Cartesian coordinates (Å):
N -2.51673 1.06188 -0.82712  0.0973
H -4.91649 2.23869 -3.71261  0.1034
C -5.09231 1.16503 -3.50492  -0.1690
H 4.97836 -1.51064 3.77772  0.0540
C 4.69693 2.91914 1.45999  -0.2168
H 2.30707 -9.08049 2.13078  0.0681
H 4.90088 1.12347 3.51609  0.1041
H 1.85578 7.47338 -0.66105  0.0525
N -0.90262 -0.53502 1.41380  0.0968
N 2.63340 0.51763 -2.39049  0.0319
H 4.23070 -0.15143 0.00536  0.0643
C 4.17489 0.34498 3.18849  -0.2032
H 0.78518 -2.77101 4.42393  0.0943
H 4.55703 1.46544 -1.97219  0.0969
H 2.82049 3.96322 -0.46756  0.1044
H 5.07322 3.22462 0.43653  0.1206
H -0.09968 -0.83583 5.38338  0.0873
H 4.40330 3.74941 3.36881  0.0522
H -0.64368 5.99482 -3.80686  0.1167
C 1.47722 5.88319 -2.00436  -0.2057
C -0.29186 -2.65449 4.41010  -0.1968
H -2.41480 -4.87136 2.56423  0.0495
H 2.24752 0.83712 -1.51272  0.0017
C 1.24586 -0.61109 2.49939  0.0856
H 0.21039 6.75533 -0.39854  0.0759
H -5.43262 -1.94012 -0.69417  0.1112
H 3.10461 -6.91369 1.03441  0.1013
H -5.54654 0.86207 -5.71649  0.0404
H 3.91489 -1.61954 2.39710  0.0783
C -3.16374 -0.90375 0.66377  0.1089
O 1.36098 -5.07890 -0.00762  0.1853
C -0.71505 -7.46320 1.64394  0.0039
B 0.10365 -4.46944 -0.16619  -0.7671
K -0.22179 -0.34706 -1.12266  0.7246
C 2.06043 3.17652 -0.48520  0.0378
H 3.57927 0.18631 4.11610  0.1093
H 4.53929 -2.26487 -2.16846  0.1217
H 3.65843 4.72048 2.09239  0.0498
C -2.02929 -1.16042 1.52079  -0.2693
H -6.84953 0.77580 -0.43089  0.0601
C 4.21343 -1.89036 -1.13841  -0.3046
H 4.61851 0.12537 -3.03104  0.1076
I 0.18032 2.02196 -5.75879  0.6043
H -4.22768 -4.75323 2.87717  0.0837
C 2.28759 2.11853 0.47201  -0.2350
C -4.43086 -0.14828 -1.33768  -0.1200
O -1.49810 -3.04088 -1.14630  -0.2969
H -6.13031 1.13974 -3.08316  0.1085
H -7.59583 -0.73655 0.07069  0.0708
C 4.47460 -0.43183 -0.96854  -0.2058
H 5.46405 -1.06788 2.13448  0.0475
H -3.25529 6.04171 -2.12142  0.0649
C 2.08445 -7.21227 1.17166  0.0005
C -4.21156 0.74196 -2.36803  -0.0979
H -3.91863 -1.66472 0.70937  0.0962
H 2.60766 -3.23903 -1.14683  0.0655
O -0.88522 -5.26197 0.48717  0.1823
C -2.32189 2.59567 -2.64038  -0.1600
C 1.00579 3.43679 -1.29880  -0.1741
H -3.97437 0.64370 -5.31009  0.0515
C -1.98491 -2.04866 2.62434  -0.1291
H -0.66893 -3.66062 4.77055  0.1203
C -6.62165 -0.21885 -0.08852  -0.0898
N 1.45693 1.12209 0.76551  0.1151
I 2.45650 3.24708 -7.56100  -0.5175
H -3.50104 -3.99871 1.38672  0.0953
C -4.95014 0.48216 -4.92165  -0.0693
H 4.63706 -2.47450 -0.30049  0.1067
H 1.73616 5.79078 0.18690  0.0963
C 1.14499 -6.26564 0.68120  -0.1625
C 4.07830 0.48367 -2.14126  -0.2484
H -4.08179 -2.36185 3.03895  0.1232
H 2.59537 5.65789 -2.11018  0.1289
H -0.33776 -2.13670 6.55130  0.0538
H -6.18098 -1.11949 -1.95239  0.0984
H 5.42302 2.30569 2.00821  0.0845
H -1.75492 -1.48540 5.74538  0.0653
N -0.10357 2.46542 -1.43774  0.1510
C -0.06522 -0.99205 2.40752  -0.2346
H 5.35688 4.93123 2.35697  0.0938
H 1.70543 -1.02272 3.39914  0.1111
H -0.13533 -9.25421 2.74072  0.0734
C 4.51542 4.12408 2.37674  -0.1186
C -2.28855 6.43319 -2.49406  -0.0944
C 0.65468 4.64167 -2.07663  -0.1553
C 3.23854 0.94226 2.19893  -0.2012
C -0.75428 -1.98467 3.17033  -0.1695
C 1.98294 0.36732 1.81501  -0.2181
C -2.98399 1.42302 -1.95297  -0.1990
O -1.24999 1.24060 -4.40200  -0.6829
C -0.71657 -1.76122 5.60094  -0.1087
H 5.54632 -0.45553 -0.96002  0.0963
C 1.29980 6.53701 -0.61660  -0.1020
H -6.21690 -0.19924 0.93520  0.0686
C -3.28908 -4.25583 2.46601  -0.1081
O -0.12107 -3.53044 -1.02855  -0.0196
H -2.55901 7.37087 -3.14485  0.0940
H -5.37361 -0.53845 -4.89660  0.0724
H -2.02265 4.79427 -3.89919  0.0880
N 2.80617 -2.23089 -1.04824  0.0057
H -1.80003 6.85700 -1.60908  0.0482
C 0.22378 -8.45995 2.11765  -0.0930
H -2.97117 -3.07773 4.25390  0.0814
C 4.71615 -1.04054 2.86685  -0.0814
O -2.15842 2.31234 -4.08199  -0.2839
H 2.17352 -1.69722 -1.65004  0.0314
C -1.43898 5.43760 -3.29537  -0.1842
C -3.32564 0.05750 -0.32604  -0.1888
C -0.21498 -6.39699 0.93158  -0.1960
C 1.60197 -8.35668 1.84287  -0.1120
C 3.47044 2.03014 1.41709  -0.1440
H 1.29905 6.62393 -2.79133  0.1019
C -3.10338 -2.95754 3.18879  -0.2100
C -5.63583 -0.92010 -1.04200  -0.2150
C -0.97163 3.09901 -2.21279  -0.1674
C -0.62838 4.52316 -2.46288  -0.1430
H -3.06228 3.35241 -2.65415  0.1362
H -1.76779 -7.54251 1.88581  0.1061
H 2.35134 1.11698 -3.14251  0.0492

## Properties
Gap between HOMO and LUMO in eV: 5.43
Total energy in Eh: -3749.623122
ΔE to the lowest compared entry with this formula, charge and spin in kcal per mole: 30.54
Charge: -2
Molar mass in g mol⁻¹: 1082.71
F_max in eV/A: 3.48

=====

DFT (wB97M-V/def2-TZVPD) results for a structure of composition C13H18N2OS3SbSe2SiV.

Last column: natural (NBO) charge in e.
Cartesian coordinates (Å):
C 1.60749 -1.94905 0.75792  -0.2793
H -2.73291 -3.64725 -1.44930  0.2401
C 2.22381 4.07110 3.04574  -0.2279
H 4.48002 -3.06241 -1.44888  0.1922
C -1.89035 -2.97766 -1.25478  -1.1364
C 3.36387 -1.37143 -0.74176  -0.2804
Se 1.85962 0.87609 0.23017  0.0472
H -0.92922 1.93520 2.77494  0.2701
C 3.66255 -2.72485 -0.82076  0.0421
C -3.47973 -0.64403 -2.48928  -1.1373
H -3.41888 0.25720 -3.10012  0.2527
Se 0.00576 -0.31955 -2.10780  -0.2270
C -0.03209 2.51425 2.92897  0.0639
H 1.92042 4.17566 0.88490  0.2511
C 0.56405 2.75121 4.14845  -0.2126
H -0.96875 -3.55854 -1.32176  0.2482
Sb -3.47570 2.05902 0.42317  0.9989
V -0.53589 1.18178 -0.37005  0.1400
H 1.45064 -4.05347 1.13445  0.1920
Si -1.87803 -1.59396 -2.50523  1.5079
C 1.98707 -3.27239 0.60586  0.0366
H -0.60603 -2.80290 -4.25902  0.2458
H -1.98598 -2.60324 -0.23492  0.2444
S -3.14403 3.55122 2.04191  -0.7948
N 0.49818 3.04592 1.81967  0.0530
H -2.34929 -2.97878 -4.49365  0.2390
H 0.77317 -1.68767 1.39572  0.2228
H 2.18198 3.72758 5.16426  0.2328
H -4.26853 -1.28439 -2.89471  0.2434
C 1.70394 3.53482 4.21401  -0.1449
O -0.10486 2.86769 0.64943  -0.5491
S -1.88290 2.46121 -1.48419  -0.2657
H 3.11075 4.68692 3.05000  0.2410
C 2.30735 -0.97175 0.06220  -0.1411
N 2.99487 -3.67193 -0.16860  -0.4203
H 3.93575 -0.65058 -1.31024  0.2267
S -1.79758 0.10210 0.89324  -0.2661
H -1.53994 -1.47562 -4.95737  0.2447
C -1.56025 -2.27537 -4.21524  -1.1295
C 1.59993 3.81001 1.84774  0.0582
H -3.77227 -0.35299 -1.47975  0.2357
H 0.12195 2.32083 5.03468  0.2415

## Properties
Gap between HOMO and LUMO in eV: 6.72
Total energy in Eh: -8162.173608
ΔE to the lowest compared entry with this formula, charge and spin in kcal per mole: 0.00
Molar mass in g mol⁻¹: 673.21
F_max in eV/A: 0.13

=====

- The lowest F_max belongs to which entry?
  C13H18N2OS3SbSe2SiV

=====

- ΔE to the lowest compared entry with this formula, charge and spin of number 2 (C45H58BI2KN6O6)?
  30.54 kcal per mole

=====

- Which value of ΔE to the lowest compared entry with this formula, charge and spin does entry 2 give?
  30.54 kcal per mole